(1)
C18H64N14O14 | ωB97M-V with the def2-TZVPD basis set

The value obtained for the HOMO energy is -0.290 Ha. The value obtained for the LUMO energy is -0.52 eV. As for the spin multiplicity: 1.

The geometry in XYZ format:
```
110
Properties=species:S:1:pos:R:3:lowdin_charge:R:1
C -0.136 -0.822 -4.580 -0.052
C -1.273 -1.748 -4.235 -0.338
O -1.709 -1.471 -2.962 -0.113
H 0.782 -1.312 -4.301 0.055
H -0.231 0.109 -3.978 0.072
H -0.023 -0.619 -5.636 0.076
H -0.987 -2.725 -4.358 0.075
H -2.121 -1.586 -4.850 0.108
H -2.681 -1.663 -3.001 0.110
C -1.438 2.170 -2.270 -0.053
C -2.249 2.577 -1.025 -0.306
O -1.862 3.903 -0.803 -0.070
H -1.766 1.229 -2.716 0.056
H -0.424 1.934 -1.970 0.036
H -1.299 2.917 -3.028 0.079
H -1.931 1.981 -0.222 0.062
H -3.303 2.450 -1.163 0.092
H -2.088 4.100 0.112 0.087
C -2.267 -2.034 4.475 -0.073
C -2.617 -2.219 3.008 -0.278
O -2.874 -0.954 2.402 -0.151
H -1.507 -1.211 4.611 0.091
H -1.986 -2.994 4.805 0.059
H -3.118 -1.781 5.084 0.072
H -3.464 -2.974 3.103 0.134
H -1.860 -2.736 2.454 0.061
H -3.810 -0.728 2.463 0.110
C 2.415 5.648 -0.311 -0.093
C 1.233 4.932 -0.883 -0.331
O 1.434 3.567 -0.676 -0.138
H 3.359 5.475 -0.850 0.080
H 2.508 5.272 0.759 0.071
H 2.391 6.765 -0.242 0.089
H 1.176 5.151 -2.004 0.142
H 0.307 5.046 -0.286 0.106
H 0.557 3.179 -0.925 0.076
C -0.387 -0.518 -0.128 -0.646
O -0.007 0.628 0.491 -0.084
N -1.311 -1.282 0.305 0.182
N 0.367 -1.049 -1.009 0.147
H -1.845 -1.011 1.189 0.095
H -1.569 -2.228 -0.051 0.067
H 1.078 -0.379 -1.385 0.089
H -0.149 -1.538 -1.751 0.091
C 1.078 -4.080 -1.536 -0.759
O 0.721 -3.569 -2.734 -0.074
N 1.275 -5.330 -1.369 0.138
N 1.374 -3.369 -0.528 0.164
H 1.087 -5.905 -2.174 0.134
H 1.623 -5.833 -0.452 0.200
H 0.921 -2.402 -0.508 0.056
H 1.548 -3.941 0.364 0.157
C -4.580 0.508 0.140 -0.647
O -4.079 1.111 1.314 -0.109
N -3.919 -0.417 -0.428 0.171
N -5.723 0.648 -0.427 0.160
H -2.906 -0.503 -0.210 0.084
H -4.281 -0.781 -1.324 0.122
H -6.146 1.457 -0.045 0.108
H -5.926 0.410 -1.465 0.173
C -2.111 1.632 4.647 -0.654
O -3.012 1.067 5.467 -0.119
N -1.916 1.264 3.416 0.192
N -1.164 2.368 5.145 0.167
H -2.525 0.528 3.135 0.038
H -1.034 1.383 2.910 0.087
H -1.305 2.927 6.012 0.144
H -0.488 2.650 4.514 0.015
C 3.342 1.097 -2.506 -0.552
O 1.951 0.759 -2.343 -0.163
N 3.867 1.459 -3.643 0.177
N 4.193 0.912 -1.558 0.159
H 3.335 1.352 -4.571 0.175
H 4.830 1.688 -3.691 0.106
H 3.716 0.672 -0.609 0.108
H 5.162 0.991 -1.497 0.108
C -2.071 -4.399 0.263 -0.597
O -3.145 -4.601 1.084 -0.093
N -2.145 -3.621 -0.835 0.110
N -0.897 -4.952 0.430 0.177
H -3.080 -3.159 -1.119 0.157
H -1.345 -3.435 -1.512 0.109
H -0.757 -5.372 1.314 0.114
H -0.068 -4.937 -0.204 0.052
C 3.522 1.591 1.581 -0.598
O 4.613 1.365 2.414 -0.116
N 2.969 2.756 1.465 0.156
N 2.907 0.643 0.910 0.145
H 3.396 3.558 1.954 0.149
H 2.532 3.040 0.581 0.076
H 3.395 -0.280 0.997 0.149
H 1.927 0.634 0.673 0.068
C 4.046 -2.076 -3.089 -0.139
O 5.253 -1.634 -2.419 -0.151
H 3.107 -1.819 -2.563 0.065
H 4.121 -3.145 -3.196 0.066
H 4.132 -1.741 -4.146 0.083
H 5.166 -0.714 -2.098 0.021
C -0.112 3.530 2.364 -0.139
O 0.744 2.639 3.101 -0.151
H 0.618 4.359 2.148 0.082
H -0.619 4.219 3.083 0.099
H -0.673 3.175 1.465 0.078
H 1.534 2.531 2.584 0.010
C 1.088 -1.606 2.597 -0.126
O 2.274 -2.207 3.159 -0.111
H 1.310 -1.374 1.535 0.049
H 0.837 -0.773 3.226 0.083
H 0.221 -2.270 2.625 0.061
H 2.978 -2.129 2.516 0.051
```

(2)
C9H5ClFNO2 | ωB97M-V with the def2-TZVPD basis set

The value obtained for the HOMO energy (spin up / spin down) is -0.286 / -0.286 Ha. The value obtained for the LUMO energy (spin up / spin down) is -0.73 / -0.73 eV. As for the spin multiplicity: 1.

The geometry in XYZ format:
```
19
Properties=species:S:1:pos:R:3:lowdin_charge:R:1
C 2.496 -0.927 0.590 -0.083
C 2.638 0.411 0.247 -0.066
C 1.215 -1.528 0.639 0.037
C 1.598 1.100 -0.400 -0.009
C 0.139 -0.772 0.049 -0.086
C 0.298 0.564 -0.416 -0.193
C -1.186 -1.275 0.225 -0.108
C -1.943 0.371 -0.908 -0.557
C -2.948 0.641 0.072 -0.680
N -0.805 1.278 -0.788 0.094
O -1.910 -2.107 0.512 0.280
O -1.878 -0.554 -1.752 0.008
F -3.846 -0.264 0.396 0.037
Cl -2.662 1.771 1.306 0.731
H 3.259 -1.487 1.084 0.093
H 3.618 1.032 0.158 0.144
H 1.033 -2.447 1.082 0.099
H 1.732 2.099 -0.721 0.099
H -0.847 2.094 -1.377 0.158
```

Energy
In order: -69225.6435; -30235.5948
Unit: eV